Formula: C6H16N2O3P
Source: the OMol25 dataset
Level of theory: ωB97M-V with the def2-TZVPD basis set

Calculated values
charge: +1
ΔE to the lowest compared entry with this formula, charge and spin: 0.0 kJ/mol
DFT total energy: -914.5560 Eh
LUMO energy: -0.1573 Ha
SMILES: CC(C)O[P@](N)(=O)C(=O)[C@H](C)[NH3+]

Each line ends with the Löwdin charge.
Element x y z (Å)
C -0.26 1.39 1.02  -0.29
C -2.25 -0.17 1.50  -0.02
C 1.04 -0.91 -3.09  -0.02
C 1.33 -2.46 -1.09  -0.06
C -1.26 0.89 1.99  -0.29
C 0.49 -1.41 -1.82  -0.50
N 2.20 1.35 -0.39  -0.01
N -1.96 2.15 2.45  0.18
O -0.25 2.61 0.80  0.08
O 1.63 -0.44 1.45  -0.25
O 0.11 -0.38 -0.88  -0.25
P 1.10 0.37 0.35  0.59
H -1.98 -1.30 1.78  0.15
H -3.20 -0.09 1.90  0.05
H -2.42 -0.16 0.38  0.11
H 0.53 -1.24 -3.94  0.08
H 0.86 0.15 -2.87  0.09
H 2.02 -1.18 -3.15  0.06
H 2.31 -1.91 -1.21  0.09
H 1.51 -3.42 -1.74  0.13
H 0.89 -2.73 -0.11  0.09
H -0.68 0.45 2.82  0.17
H -0.51 -1.91 -1.90  0.15
H 3.11 1.04 -0.15  0.07
H 1.86 1.94 -1.19  0.12
H -1.37 2.83 1.67  0.16
H -2.01 2.31 3.44  0.16
H -2.86 2.22 1.96  0.16

Formula: CH3Cl2N3
Source: the OMol25 dataset
Level of theory: ωB97M-V with the def2-TZVPD basis set

Calculated values
charge: 0
ΔE to the lowest compared entry with this formula, charge and spin: 22.3 kJ/mol
DFT total energy: -1124.4707 Eh
LUMO energy: -0.0144 Ha
SMILES: [H]/N=C(/N)N(Cl)Cl

Each line ends with the Löwdin charge.
Element x y z (Å)
C 0.35 -0.01 -0.11  -0.71
N 0.84 -0.11 -1.31  0.09
N 1.04 0.47 0.92  0.14
N -0.98 -0.42 0.30  -0.83
Cl -2.01 0.95 0.62  0.57
Cl -1.85 -1.48 -0.86  0.55
H 0.14 -0.51 -1.98  0.01
H 1.93 0.74 0.66  0.09
H 0.53 0.37 1.76  0.08

Formula: C29H42BClN3O3
Source: the OMol25 dataset
Level of theory: ωB97M-V with the def2-TZVPD basis set

Calculated values
charge: -1
DFT total energy: -2005.2668 Eh
LUMO energy: 0.0838 Ha

Each line ends with the Löwdin charge.
Element x y z (Å)
C 4.97 2.21 0.65  -0.13
C 3.39 2.22 0.37  -0.24
C 3.09 1.89 -1.15  -0.10
C 2.56 0.41 -1.48  -0.33
C 3.61 -0.07 -2.58  -0.13
C 3.18 -1.30 -3.46  -0.25
C 1.97 -0.98 -4.46  -0.11
O 1.22 0.70 -1.94  -0.05
B 0.22 0.74 -0.83  -0.79
C -1.11 -0.08 -1.35  -0.06
C -0.98 -0.76 -2.75  -0.12
C -2.44 -1.22 -3.17  -0.41
O -3.18 -0.43 -3.74  0.02
N -2.96 -2.55 -2.95  0.09
C -2.31 -3.27 -1.86  -0.25
C -1.21 -4.21 -2.14  -0.04
C -0.52 -4.94 -1.07  -0.13
C -0.87 -4.76 0.34  -0.10
C -1.98 -3.83 0.63  -0.08
C -2.68 -3.13 -0.44  -0.03
C -0.04 2.25 -0.15  -0.04
C -1.44 2.42 0.48  -0.20
C -1.97 1.69 1.63  -0.02
C -3.32 2.01 2.12  -0.06
C -4.18 3.02 1.53  -0.28
C -5.62 3.39 2.02  -0.10
C -3.66 3.76 0.35  -0.06
C -2.33 3.45 -0.13  -0.04
O 1.05 0.09 0.25  -0.09
C 2.18 -0.56 -0.28  -0.58
Cl 1.41 -2.23 -0.71  0.73
C 3.28 -1.01 0.75  -0.17
C 2.69 -1.37 2.18  -0.25
N 3.25 -0.51 3.27  -0.03
H 5.09 2.41 1.75  0.07
H 5.36 3.13 0.12  0.07
H 5.45 1.27 0.31  0.06
H 3.09 3.30 0.52  0.10
H 2.81 1.64 1.12  0.09
H 4.03 2.17 -1.72  0.10
H 2.33 2.64 -1.50  0.11
H 4.53 -0.38 -2.01  0.12
H 3.87 0.74 -3.31  0.12
H 4.06 -1.51 -4.14  0.09
H 3.02 -2.26 -2.90  0.06
H 1.58 0.06 -4.34  0.07
H 1.19 -1.78 -4.39  0.06
H 2.37 -1.04 -5.52  0.06
H -2.04 0.57 -1.41  0.11
H -1.35 -0.82 -0.53  0.10
H -0.36 -1.70 -2.77  0.06
H -0.63 -0.10 -3.58  0.11
H -3.95 -2.55 -2.73  0.12
H -0.88 -4.40 -3.18  0.10
H 0.31 -5.66 -1.29  0.09
H -0.32 -5.30 1.15  0.09
H -2.24 -3.71 1.71  0.09
H -3.51 -2.43 -0.16  0.11
H 0.70 2.37 0.70  0.10
H 0.21 3.06 -0.88  0.10
H -1.34 0.92 2.14  0.10
H -3.71 1.47 3.02  0.07
H -6.04 2.60 2.69  0.06
H -6.26 3.45 1.10  0.07
H -5.66 4.43 2.47  0.07
H -4.27 4.56 -0.14  0.10
H -1.96 4.01 -1.02  0.10
H 3.69 -1.98 0.35  0.09
H 4.16 -0.32 0.82  0.09
H 2.98 -2.44 2.42  0.10
H 1.57 -1.29 2.21  0.11
H 2.44 -0.26 3.86  0.06
H 3.83 -1.12 3.85  0.05
C -3.39 0.85 6.20  -0.08
C -2.91 -0.13 5.23  -0.29
N -2.52 -0.90 4.46  0.14
H -3.26 0.49 7.22  0.08
H -2.86 1.80 6.11  0.08
H -4.45 1.06 6.06  0.08

Frontier orbital gap values (in eV) by entry order: 9.3; 9.2; 6.9.